# 1
Computed, not measured: 13 unconnected molecules or ions with the total composition C14H40Br2O18 in a non-equilibrium geometry, with ωB97M-V with the def2-TZVPD basis set.

Structure (XYZ):
```
74
Properties=species:S:1:pos:R:3:forces:R:3
Br 16.8561 6.4198 -6.9691 -0.2 0.3 0.6
C 15.2838 7.1507 -5.9596 -0.5 -0.5 1.0
C 14.1851 6.1414 -6.1589 -0.3 -0.2 -0.9
Br 12.8198 6.3749 -4.7405 0.9 -0.1 -1.1
H 15.0914 8.1548 -6.3377 0.2 -0.1 -0.2
H 15.4658 7.1774 -4.8853 1.1 0.2 -0.1
H 14.5842 5.1272 -6.1417 -0.2 -0.1 0.6
H 13.8324 6.2639 -7.1830 -0.9 0.0 0.3
C 11.3655 2.3977 -0.8603 -1.0 0.6 -1.5
C 11.8853 1.9926 0.4739 0.1 0.2 -0.6
C 11.9504 0.4966 0.6568 -0.9 0.4 -0.8
O 13.3153 0.2359 0.9086 -0.4 -1.0 0.3
C 14.0574 1.3192 0.7469 0.2 0.3 0.7
O 15.2472 1.2966 0.9363 -0.7 0.7 -0.7
O 13.2695 2.3944 0.4251 1.1 -0.4 1.1
H 11.4271 3.4480 -1.1449 0.3 0.3 0.7
H 10.3202 2.1875 -1.0866 -0.1 -0.5 0.5
H 11.9517 1.9153 -1.6424 0.1 -0.4 0.1
H 11.3152 2.2841 1.3561 0.5 1.5 -0.2
H 11.5962 0.0550 -0.2746 0.3 -0.7 0.2
H 11.2513 0.3072 1.4714 0.7 -1.0 0.2
C 15.8582 -0.2086 -2.6995 0.0 1.1 -0.2
C 14.4909 0.1046 -3.2995 1.4 1.6 1.4
C 14.4613 0.1939 -4.7765 1.3 0.2 -0.6
O 13.5235 -0.7806 -5.0932 -1.1 -0.3 -2.5
C 13.0283 -1.3866 -4.0276 -2.6 -4.6 -0.8
O 12.2304 -2.3528 -4.0601 2.6 3.8 0.2
O 13.6353 -0.9208 -2.9679 -1.3 -1.0 2.0
H 16.6095 0.3822 -3.2235 0.0 0.2 0.1
H 16.1662 -1.2449 -2.8383 -0.4 -0.1 0.2
H 15.8473 0.1243 -1.6616 0.3 -0.5 0.1
H 14.0461 1.0241 -2.9189 0.3 0.2 0.6
H 15.4613 -0.0585 -5.1291 -0.1 -0.3 -0.6
H 14.2443 1.1860 -5.1724 -0.5 -0.3 0.0
C 15.4740 6.4908 -1.7028 0.7 -0.1 -0.7
C 16.1065 5.1256 -1.9180 0.7 1.7 0.5
C 15.4957 3.9077 -1.3600 -0.1 0.1 2.2
O 15.7899 2.9501 -2.3326 -0.8 -1.7 -0.4
C 15.8196 3.5254 -3.5206 0.7 -0.7 -0.5
O 15.7084 2.8978 -4.5599 0.2 1.8 1.1
O 16.0901 4.8389 -3.3287 -0.5 -0.1 -2.0
H 15.4773 6.8752 -0.6828 -0.5 -0.6 0.1
H 14.5341 6.5400 -2.2525 -0.2 0.1 0.6
H 16.1567 7.1955 -2.1777 -0.1 0.1 -0.2
H 17.1540 5.1875 -1.6232 0.2 -0.1 0.0
H 14.4318 4.0218 -1.1523 -0.2 -0.3 -0.3
H 15.9810 3.5922 -0.4364 -0.2 0.1 0.0
O 18.4920 6.7004 -3.6581 -0.2 0.4 -0.3
H 18.0053 5.8999 -3.4615 -0.2 -0.6 -0.1
H 19.1845 6.7284 -2.9979 0.3 0.1 0.1
O 19.4768 4.1130 -0.5996 0.4 0.7 -1.0
H 19.9420 3.2865 -0.7290 0.2 -0.3 0.1
H 18.8179 3.9158 0.0662 -0.6 -0.4 0.5
O 19.1634 3.6794 -3.4724 -0.4 -0.1 -0.5
H 19.1024 3.9326 -2.5513 0.0 0.0 0.8
H 20.0607 3.8994 -3.7228 0.3 0.0 -0.3
O 13.9780 9.2914 -1.4271 -0.6 -0.3 -0.4
H 13.7349 10.0051 -0.8374 0.0 0.2 0.1
H 14.9126 9.1576 -1.2695 0.6 0.2 0.4
O 17.7635 2.7967 1.1189 0.3 0.4 -0.1
H 17.2232 2.0505 0.8592 -0.6 -0.3 -0.1
H 18.2737 2.4762 1.8627 0.1 0.0 0.3
O 16.7524 9.3932 -0.4919 -0.7 0.4 1.1
H 17.0299 9.2539 -1.3974 0.3 0.0 -0.6
H 17.2000 8.7079 0.0044 0.0 -0.1 0.0
O 18.3147 7.0566 -0.1936 -0.2 -0.1 -0.1
H 18.7368 7.3069 0.6282 0.2 0.0 0.3
H 19.0111 6.6456 -0.7058 0.3 -0.3 0.1
O 17.3287 9.1584 -2.9973 -0.3 0.4 -0.5
H 17.5475 8.2864 -3.3260 0.4 -0.7 -0.2
H 18.0845 9.6985 -3.2282 0.2 0.3 -0.1
O 18.1363 2.6996 -6.0179 0.3 0.3 -0.8
H 18.1724 2.7227 -5.0617 0.2 0.1 0.6
H 17.2125 2.8388 -6.2265 -0.4 -0.2 0.1
```
Forces are in eV/Å.

Values from the calculation:
- orbital gap (spin up / spin down) (eV) = 8.14 / 2.47
- highest occupied orbital energy (spin up / spin down) (hartree) = -0.44992 / -0.44992
- total charge = +1
- total energy (eV) = -192097.8488
- multiplicity = 2


# 2
Computed, not measured: 8 unconnected molecules or ions with the total composition C14H40Cl2N9O13P in a non-equilibrium geometry, with ωB97M-V with the def2-TZVPD basis set.

Structure (XYZ):
```
79
Properties=species:S:1:pos:R:3:forces:R:3
O 15.8750 -21.3730 8.1567 -0.2 -0.3 0.6
P 16.0268 -20.8181 9.5132 2.0 1.8 1.4
N 16.1751 -19.1114 9.5891 0.1 -0.7 0.7
C 15.0347 -18.2363 9.7399 -0.6 -0.1 -0.7
C 17.4603 -18.4141 9.3918 -0.3 -1.2 -0.5
N 17.4694 -21.2508 10.2704 0.2 -0.4 -0.2
C 18.1841 -22.4424 9.7963 -0.2 0.1 -0.4
C 18.0889 -20.6180 11.4169 0.2 0.6 -0.1
N 14.8423 -21.2266 10.6126 -2.2 -0.5 -1.4
C 13.4979 -21.2628 9.9488 0.4 0.3 0.1
C 14.6940 -20.7926 12.0111 1.1 0.0 -0.9
H 14.1154 -18.6673 9.3305 0.1 -0.3 0.4
H 15.1203 -17.3676 9.0785 0.4 0.2 0.3
H 14.8512 -17.9183 10.7723 0.0 0.1 0.0
H 17.9442 -18.8683 8.5222 0.0 0.6 -0.3
H 18.2172 -18.5299 10.1687 -0.5 0.2 0.4
H 17.2118 -17.3694 9.2824 0.4 0.1 -0.4
H 19.0346 -22.7031 10.4243 -0.1 0.3 0.3
H 17.5126 -23.3031 9.7885 0.1 0.0 -0.3
H 18.6123 -22.2674 8.8066 -0.2 -0.2 -0.1
H 17.4042 -19.9507 11.9455 -0.1 -0.2 0.0
H 18.5040 -21.3561 12.1061 -0.3 -0.2 0.1
H 18.9386 -19.9874 11.1301 0.1 -0.2 0.0
H 13.5604 -21.4543 8.8795 0.3 -0.3 0.1
H 12.8602 -22.0117 10.4135 0.0 0.0 0.1
H 13.0635 -20.2616 10.0322 -0.4 -0.2 0.2
H 15.0790 -21.5475 12.6955 0.1 0.0 0.1
H 13.6408 -20.6422 12.2236 0.0 0.2 0.0
H 15.2573 -19.8610 12.1054 -0.2 0.1 0.5
C 19.9608 -20.2446 14.6300 0.1 -0.2 0.0
N 20.6294 -19.0057 14.1736 0.0 0.7 0.6
O 20.9511 -18.1938 15.0149 0.1 0.2 0.5
O 20.7976 -18.8402 12.9940 -0.1 -0.3 -0.8
H 19.8896 -20.2772 15.7104 0.2 0.3 0.0
H 20.5972 -21.0477 14.2670 -0.4 -0.2 -0.2
H 18.9606 -20.2121 14.2068 0.1 -0.3 -0.3
C 21.6136 -10.7544 11.1720 0.2 -0.4 -0.4
N 20.3413 -11.1050 10.4710 0.1 -0.5 0.4
O 20.0562 -12.2912 10.4626 -0.2 0.2 -0.1
O 19.6916 -10.2273 9.9537 0.0 0.1 0.0
H 21.9595 -9.8280 10.7298 0.1 0.0 0.2
H 22.2642 -11.6077 10.9910 0.2 0.3 -0.1
H 21.4651 -10.7072 12.2466 -0.4 0.2 -0.1
C 20.7763 -14.3475 15.1869 -0.5 -0.2 -0.6
N 21.9488 -13.9511 14.3537 0.1 -1.2 0.7
O 23.0309 -14.3490 14.7518 0.0 0.6 -0.2
O 21.7415 -13.4302 13.2850 0.0 0.6 -0.2
H 20.0667 -13.5322 15.2833 0.3 0.2 0.1
H 21.1095 -14.8089 16.1055 0.1 0.3 0.1
H 20.2728 -15.0882 14.5644 0.0 -0.1 0.1
C 24.1088 -16.7019 13.5850 -0.1 -0.7 1.0
N 24.9104 -17.8585 13.0775 -0.8 0.5 -0.3
O 24.6020 -18.2780 11.9818 0.3 -0.2 0.0
O 25.7911 -18.2808 13.7893 0.3 -0.3 0.0
H 23.0601 -16.9956 13.6257 0.0 0.0 -0.6
H 24.2990 -15.8361 12.9656 0.0 0.0 0.0
H 24.3922 -16.6114 14.6287 0.3 0.6 -0.2
C 23.3369 -13.8718 7.5312 1.1 -1.0 -0.5
N 24.0784 -13.0721 8.5282 -0.7 1.2 0.9
O 25.0482 -12.4249 8.1896 -0.3 -0.5 -0.1
O 23.6147 -13.0725 9.6670 0.4 -0.2 -0.6
H 23.7625 -14.8713 7.6645 -0.4 -0.1 0.1
H 23.6407 -13.5668 6.5348 -0.2 0.3 0.1
H 22.2727 -13.8902 7.7176 0.0 0.2 0.2
C 16.1397 -15.0829 12.5407 1.5 0.3 0.0
N 17.0100 -14.0296 13.1922 -0.7 -0.5 0.5
O 18.0660 -14.4229 13.6534 0.2 0.1 0.0
O 16.5849 -12.9082 13.2894 0.0 0.3 -0.2
H 15.3039 -15.2992 13.1944 -0.2 0.2 -0.1
H 16.8472 -15.9057 12.4994 -0.5 -0.3 -0.4
H 15.9032 -14.6793 11.5623 -0.4 -0.2 0.0
Cl 18.9888 -15.4666 9.8968 -0.4 0.1 0.0
C 20.1116 -15.4442 11.2655 1.2 -0.8 0.0
C 21.5329 -15.3272 10.7308 -0.1 1.5 0.2
Cl 22.1578 -16.6801 9.7987 -0.2 -0.5 -0.2
H 20.0480 -16.3788 11.8266 -0.4 0.0 -0.1
H 19.8770 -14.6022 11.9060 0.0 0.1 -0.1
H 22.2574 -15.1253 11.5170 -0.2 -0.2 0.2
H 21.5624 -14.4415 10.0981 0.1 -0.1 -0.1
```
Forces are in eV/Å.

Values from the calculation:
- SMILES string = CN(C)P(=O)(N(C)C)N(C)C.C[N+](=O)[O-].C[N+](=O)[O-].C[N+](=O)[O-].C[N+](=O)[O-].C[N+](=O)[O-].C[N+](=O)[O-].ClCCCl
- orbital gap (eV) = 8.31
- highest occupied orbital energy (hartree) = -0.31785
- total energy (eV) = -89512.8499


# 3
Computed, not measured: a molecular structure, C14H41BBaN3O5 in a non-equilibrium geometry, with ωB97M-V with the def2-TZVPD basis set.

Structure (XYZ):
```
65
Properties=species:S:1:pos:R:3:forces:R:3
Ba -0.3693 -0.1645 0.5297 0.1 -0.2 0.3
O -5.1294 -2.6512 -5.1413 1.4 -2.0 2.0
C -4.5773 -3.4985 -4.1439 -1.2 3.0 -2.0
C -3.1453 -3.0733 -3.5026 2.0 2.4 0.7
O -2.8771 -1.6889 -3.2047 -0.8 -2.6 0.0
H -4.4778 -4.5223 -4.5043 0.4 -0.5 0.0
H -5.2051 -3.5047 -3.2528 -0.4 0.0 0.4
H -2.2947 -3.5093 -4.0265 0.1 0.3 -1.7
H -2.9402 -3.7014 -2.6356 -1.2 -0.2 1.2
B 1.7831 1.0923 3.7773 -0.2 -0.1 -0.1
H 1.1122 1.8354 3.3749 -2.7 3.5 -1.6
H 1.1420 0.3253 4.1835 -2.5 -3.2 2.0
H 2.2854 0.6405 2.9359 2.3 -2.0 -3.8
H 2.5208 1.4622 4.4724 2.6 1.5 2.7
C 1.9557 4.5289 -2.6628 0.3 -0.3 0.1
C 3.0893 3.5524 -3.0320 -0.2 0.5 0.7
C 4.3971 4.3497 -3.3072 -0.5 0.1 -1.3
O 5.4703 3.5753 -3.8912 -1.0 0.0 0.6
C 6.6182 4.2568 -4.3532 0.0 -0.1 0.1
N 3.2264 2.6844 -1.8733 0.5 -0.4 -0.3
H 1.7402 5.1809 -3.5093 -0.2 0.3 0.4
H 2.1815 5.0367 -1.7251 0.7 0.8 -0.3
H 1.0692 4.0195 -2.2852 -0.2 -0.5 -0.9
H 2.7611 2.9346 -3.8679 0.3 0.1 -0.3
H 4.6766 4.8805 -2.3971 0.4 -0.2 0.3
H 4.0797 5.1281 -4.0010 0.3 0.3 -0.4
H 6.4153 5.0420 -5.0815 -0.4 0.1 -0.1
H 7.2540 3.5182 -4.8415 -0.2 -0.1 0.0
H 7.2211 4.7020 -3.5617 -0.1 0.1 0.4
H 3.5634 3.3084 -1.1542 0.0 -0.1 0.7
H 4.0366 2.1273 -2.1041 0.2 -0.6 0.3
C -4.7903 3.6308 3.9468 0.4 -0.6 0.7
C -4.1353 2.3656 3.3815 -2.6 -0.8 -0.1
C -5.3209 1.3642 2.9482 3.2 -0.1 -0.4
O -4.6413 0.2019 2.4209 -0.8 0.9 1.0
C -5.5624 -0.7439 1.9507 0.6 -0.6 -0.4
N -3.2608 2.6650 2.2687 0.2 -0.1 0.1
H -4.0027 4.3294 4.2293 -0.1 0.3 -0.2
H -5.3076 3.3774 4.8721 -0.2 0.1 0.0
H -5.5070 4.0791 3.2588 0.1 0.1 -0.1
H -3.5537 1.8729 4.1606 0.0 -0.1 0.0
H -5.8956 1.7893 2.1254 -0.4 0.3 0.2
H -5.9225 1.0646 3.8064 -0.2 0.2 0.0
H -4.9640 -1.6490 1.8472 -0.3 -0.2 -0.4
H -5.9643 -0.4308 0.9870 -0.1 -0.1 -0.2
H -6.3841 -0.9809 2.6264 -0.1 0.3 0.3
H -3.7230 3.3902 1.7390 0.0 0.1 -0.5
H -2.4815 3.1358 2.7060 0.5 0.1 -0.2
C 2.1062 -5.7511 2.6760 0.3 -0.9 0.0
C 1.8479 -4.4682 1.9361 0.3 0.4 0.3
C 2.2627 -4.6524 0.4862 -0.7 1.1 -1.8
O 2.2374 -3.3923 -0.2768 0.8 -0.6 0.7
C 2.7202 -3.4799 -1.6343 -1.0 -0.3 0.7
N 0.4769 -4.0062 2.0720 -1.1 0.3 -0.1
H 1.5595 -6.5980 2.2614 -0.3 0.0 -0.3
H 1.8142 -5.7209 3.7257 0.2 0.3 0.0
H 3.1553 -6.0229 2.5586 0.1 0.0 0.4
H 2.4152 -3.6732 2.4202 0.5 0.0 -0.3
H 1.5459 -5.3288 0.0206 -0.5 -0.1 -0.1
H 3.1924 -5.1877 0.2931 0.5 0.4 0.6
H 1.9710 -4.0521 -2.1815 0.2 -0.1 -0.4
H 3.7038 -3.9349 -1.7517 0.1 -0.2 0.4
H 2.7702 -2.4772 -2.0588 -0.1 0.0 0.3
H 0.2557 -3.8434 3.0439 0.5 0.6 0.4
H -0.2008 -4.7396 1.9210 0.0 -0.5 -0.9
```
Forces are in eV/Å.

Values from the calculation:
- orbital gap (eV) = 2.49
- highest occupied orbital energy (hartree) = -0.06407
- total charge = -1
- total energy (eV) = -31249.0492